1.
58
Properties=species:S:1:pos:R:3:forces:R:3 method="wB97M-V/def2-TZVPD" e_above_lowest_ev=1.7799 smiles="COc1ccccc1N1CCN(C(=O)C[C@@H]2N[C@@H]3CCCC[C@H]3NC2=O)CC1" fmax_ev_per_a=0.55
O 5.2437 0.7196 -0.4548 -0.4 -0.4 0.2
O -2.1616 0.2745 2.6939 0.2 0.1 0.2
O -0.5631 3.2935 -1.1527 -0.2 0.2 -0.3
N 0.6499 2.0072 0.2334 0.5 -0.1 0.0
N 2.6842 0.0554 0.1476 0.0 0.1 0.2
N -3.1753 0.7664 -0.7777 0.0 0.2 -0.1
N -3.9946 -0.4246 1.6147 -0.4 -0.3 0.1
C 5.9507 -1.6003 -0.3039 0.1 0.2 -0.1
C -5.6109 -1.8697 0.4574 -0.1 0.3 -0.1
C -2.2707 0.8041 0.3540 0.2 0.0 0.2
C 5.6294 -2.9258 -0.0470 -0.1 -0.1 0.0
C 3.3501 -2.2894 0.2990 0.0 0.2 -0.1
C 0.8723 1.1253 1.3553 -0.1 -0.4 0.2
C -6.4771 -1.9651 -0.7970 0.2 -0.2 0.0
C -5.6275 -1.8277 -2.0588 -0.2 0.2 0.0
C 2.4398 0.9101 -0.9976 0.0 0.3 -0.1
C -0.5111 2.5568 -0.1846 -0.4 0.2 0.2
C 1.8655 2.2414 -0.5194 0.1 0.0 -0.5
C -4.8445 -0.5172 -2.0499 0.3 -0.3 0.1
C -2.8110 0.2098 1.6642 0.1 0.0 -0.1
C 4.3302 -3.2675 0.2610 0.1 -0.1 0.0
C 6.5718 1.1203 -0.6753 0.2 0.1 -0.1
C -3.9683 -0.4421 -0.8037 -0.5 0.2 0.0
C -4.8479 -0.5481 0.4512 0.2 -0.2 -0.3
C -1.7559 2.2272 0.6242 0.1 -0.1 -0.1
C 4.9832 -0.6120 -0.2508 0.0 0.1 -0.1
C 1.4628 -0.2066 0.8717 0.0 0.2 0.3
C 3.6429 -0.9532 0.0452 0.2 -0.1 0.0
H -1.4185 0.1576 0.0913 -0.1 0.1 0.2
H 6.9770 0.6939 -1.5994 0.0 0.0 0.1
H 7.2206 0.8497 0.1641 0.0 0.0 0.0
H -3.2655 -1.2856 -0.8055 -0.1 -0.1 0.0
H -6.2699 -1.8665 -2.9398 0.0 -0.1 0.0
H -3.7773 1.5836 -0.7900 0.0 0.0 0.0
H 1.7205 0.4350 -1.6865 0.0 0.0 0.0
H -4.9287 -2.6648 -2.1172 0.0 -0.1 -0.1
H -5.5363 0.3281 -2.0561 0.0 0.1 0.0
H 3.3726 1.0842 -1.5279 -0.1 0.0 0.0
H 6.5378 2.2052 -0.7675 0.1 -0.1 0.0
H 4.0680 -4.2949 0.4640 0.0 -0.1 0.0
H 6.9749 -1.3490 -0.5298 0.1 0.1 0.0
H 2.3350 -2.5783 0.5220 -0.1 0.0 0.0
H -7.2270 -1.1710 -0.7772 -0.1 0.0 0.0
H -4.8964 -2.6954 0.4789 0.1 0.0 0.1
H 1.6013 1.5996 2.0238 -0.1 -0.1 0.0
H 1.6826 -0.8240 1.7438 0.0 0.0 0.0
H -6.2351 -1.9369 1.3516 0.0 -0.1 0.1
H -1.5568 2.3444 1.6903 0.0 0.0 -0.1
H -4.2131 -0.4395 -2.9347 0.0 0.1 0.0
H 2.5982 2.7391 0.1244 0.0 0.0 0.0
H -2.5221 2.9490 0.3351 0.1 0.0 0.0
H -4.3313 -0.8074 2.4888 0.2 0.1 0.0
H 0.7170 -0.7269 0.2449 0.0 0.0 0.1
H -5.5747 0.2818 0.4450 0.1 -0.1 -0.1
H 6.4026 -3.6777 -0.0861 0.1 -0.1 0.0
H 1.6192 2.8854 -1.3643 0.1 -0.1 0.1
H -7.0034 -2.9209 -0.8068 -0.1 0.0 0.0
H -0.0415 0.9323 1.9138 0.0 0.1 0.0

2.
60
Properties=species:S:1:pos:R:3:forces:R:3 method="wB97M-V/def2-TZVPD" e_above_lowest_ev=2.1892 smiles="CCCCn1c(SCC(=O)NCCOC)nc2ccc(N3CCOCC3)cc2c1=O" fmax_ev_per_a=0.95
S -0.0788 3.8328 1.6801 0.0 0.3 0.3
O 3.2895 4.1885 2.4577 0.1 0.2 0.4
O -1.3696 -4.4601 -5.1449 0.1 -0.1 0.0
O -2.7755 -0.1683 0.6788 0.0 -0.1 -0.1
O 1.5610 0.2850 2.1296 -0.1 0.1 0.0
N 2.8599 2.5466 0.9501 0.1 -0.3 -0.2
N 0.3881 2.1552 -0.2880 -0.2 0.4 0.2
N -0.6666 -2.2892 -3.4763 -0.2 -0.2 -0.4
N -1.4394 1.6236 1.0948 -0.1 -0.1 -0.3
C -1.2009 -0.9016 -1.5833 0.1 -0.1 0.0
C 2.7708 0.7900 2.6526 0.3 0.2 0.0
C 0.9700 0.7424 -2.1342 -0.2 0.0 0.1
C 0.0083 -2.4870 -4.7403 -0.2 -0.1 -0.2
C -1.8358 -0.8847 3.7549 -0.1 0.1 0.1
C 2.6363 3.7395 1.5416 -0.1 0.1 -0.5
C -0.9512 0.2081 -0.7855 0.5 0.1 -0.3
C 0.7225 -0.3645 -2.9089 0.0 -0.1 0.0
C 0.1360 1.0524 -1.0567 -0.5 -0.5 -0.1
C -2.0345 -4.2478 -3.9212 0.0 0.0 0.4
C -1.1156 -3.5493 -2.9176 -0.2 -0.2 -0.2
C 3.6349 1.5236 1.6106 -0.2 -0.1 0.3
C -0.3792 2.3902 0.7209 0.7 0.3 -0.6
C -0.3738 -1.2145 -2.6598 -0.1 0.4 0.4
C -1.8101 0.4975 0.3568 -0.2 -0.1 0.0
C -0.9379 -3.2369 -5.6877 0.3 0.3 -0.1
C 1.4530 4.4832 0.9317 -0.3 -0.3 0.2
C -1.9689 0.4797 4.4194 0.2 0.0 -0.1
C -1.3582 1.6014 3.5787 -0.2 -0.1 0.2
C 1.6925 -0.8813 1.3547 0.0 -0.1 0.0
C -2.1719 1.9240 2.3123 -0.2 0.1 0.5
H -2.0696 -1.4937 -1.3419 -0.1 -0.1 0.0
H -1.2759 2.5022 4.1879 0.1 0.0 0.0
H 3.3548 -0.0157 3.1189 0.0 0.0 0.0
H 2.1978 -0.6899 0.4015 0.0 0.0 0.0
H -2.2529 -1.6605 4.3930 0.0 -0.1 0.0
H -0.7864 -1.1112 3.5760 0.1 -0.1 0.0
H -1.6436 -3.3887 -1.9808 0.0 0.0 0.0
H -0.3484 1.3049 3.2871 0.0 0.1 0.0
H 1.4847 5.5348 1.2108 0.0 -0.1 0.0
H -1.4564 0.4574 5.3840 -0.1 0.0 0.0
H 0.6816 -1.2318 1.1514 0.0 -0.1 -0.1
H 4.0168 0.8317 0.8571 0.1 0.0 0.1
H -0.2474 -4.2010 -2.7259 -0.1 0.0 0.1
H -1.8077 -2.5965 -5.9013 0.1 0.0 0.0
H -3.0219 0.6982 4.6104 0.0 0.0 0.1
H 0.9335 -3.0716 -4.6149 0.0 0.1 0.0
H 2.4710 1.5064 3.4221 0.1 0.0 0.0
H 2.2432 -1.6552 1.9023 0.0 0.0 0.0
H 1.4037 -0.5872 -3.7150 0.0 0.0 -0.1
H -2.3282 -5.2328 -3.5555 0.0 0.1 0.0
H 1.3808 4.3553 -0.1459 0.0 0.1 0.0
H -2.9329 -3.6334 -4.0840 0.1 -0.1 0.0
H -2.3603 -0.9092 2.8035 0.0 -0.1 -0.1
H 0.2454 -1.5233 -5.1905 0.0 0.0 0.0
H 2.1366 2.2290 0.3044 0.1 0.2 0.2
H -3.0798 1.3182 2.2750 0.1 0.2 0.0
H 4.4706 2.0011 2.1259 0.0 -0.1 -0.1
H 1.8155 1.3806 -2.3423 0.1 0.1 0.0
H -0.4280 -3.4779 -6.6219 0.0 0.1 0.0
H -2.4514 2.9810 2.2878 -0.1 -0.1 0.0

3.
57
Properties=species:S:1:pos:R:3:forces:R:3 method="wB97M-V/def2-TZVPD" e_above_lowest_ev=16.5614 fmax_ev_per_a=11.62
O -1.8838 -1.5275 0.6815 -3.5 3.1 -1.4
O 1.4698 0.7167 -0.2671 -0.5 -1.2 -2.7
O 3.9646 -1.0448 -1.1327 -3.8 -3.3 0.9
O 5.3222 0.5246 -0.4703 -3.3 -1.6 2.0
O 2.3724 2.1278 0.9559 2.8 7.7 5.0
O 1.0095 -0.2602 2.3354 -5.6 5.7 -1.4
C 4.6633 -1.4118 -2.4103 2.8 1.4 4.7
C -0.4205 -0.4797 2.1645 4.6 -4.7 7.4
C -3.9412 -0.5219 0.1743 -1.5 1.7 -1.4
C 1.3081 3.2100 0.8911 0.8 -3.3 -6.3
C -2.0181 0.7925 -0.3846 7.4 -8.0 3.9
C -4.4274 -2.6442 -1.5763 2.6 5.6 -3.9
C -0.6047 -1.1715 0.9847 1.2 -8.5 -3.6
C 1.6777 3.8883 -0.5555 -1.1 1.4 0.0
C -4.5013 -1.6569 0.6522 -4.8 -6.7 2.8
C -4.6622 -2.7968 -0.3977 -2.8 -1.2 10.4
C 3.4052 -0.0306 0.9817 1.8 3.5 -3.3
C 5.9670 -2.1852 -1.9964 -5.5 -4.5 -2.2
C -4.8705 2.7151 -1.2251 -7.6 7.8 -3.2
C 2.0284 -0.9445 2.7017 1.1 -7.6 0.4
C 2.4271 1.0667 0.3802 -3.3 -5.6 0.0
C 4.2711 -0.1892 -0.1976 7.1 2.9 -4.5
C -2.6509 -0.3618 0.1165 5.9 -2.4 1.2
C -4.7200 0.3901 -0.4360 -2.7 4.5 0.3
C -4.2098 1.6451 -0.7078 2.3 -3.9 0.4
C 2.8346 -1.3070 1.2795 3.8 -0.9 10.1
C -2.8620 1.6868 -0.5764 1.1 10.3 -4.8
H -0.7675 0.8074 -0.2975 -3.8 0.6 -0.8
H 1.6648 -2.0494 3.1976 0.9 2.4 -1.1
H 0.9563 4.7373 -1.0143 1.6 -1.7 1.7
H -2.1995 2.5943 -1.0700 -2.4 -1.1 1.4
H -4.0658 -1.7944 -2.1037 0.4 1.1 0.3
H 4.9742 -0.4018 -2.4518 0.7 1.1 -2.6
H 1.5291 4.0014 1.5171 -0.1 0.4 2.6
H -5.7987 0.5227 -0.3446 -0.2 -1.5 -0.2
H 0.4528 2.4512 0.7454 0.3 2.4 0.9
H -0.1071 -0.8409 0.0683 0.6 0.2 0.7
H -5.5013 3.3882 -0.4841 0.8 -1.8 -0.5
H -3.8804 -2.1216 1.3895 0.3 -0.1 0.8
H -0.7509 -1.1220 3.3663 0.7 1.2 -3.7
H -5.1349 -3.7853 0.0669 1.2 2.1 -1.2
H 2.7688 4.2187 -0.6473 -1.6 -0.4 0.6
H -0.2502 -2.5441 1.1039 0.2 4.1 -0.1
H -4.5783 -3.3399 -2.1676 -1.4 -6.8 -5.7
H 3.9895 0.5804 1.6985 -0.2 -1.1 0.1
H -5.7232 2.5879 -2.0684 1.7 -0.8 2.0
H 6.5854 -1.7486 -1.3636 2.2 2.4 3.2
H -4.5242 3.6782 -1.7121 1.7 -1.6 0.4
H -5.5861 -1.5976 1.1765 2.3 0.4 -1.2
H 1.5260 3.0924 -1.2363 0.1 -0.8 -0.9
H 6.4810 -2.2359 -2.9180 0.8 -0.8 -1.1
H 3.6810 -2.1537 1.7026 -2.0 2.5 -1.7
H 4.0271 -1.9000 -3.1180 -0.6 0.1 0.0
H 2.1572 -1.7548 0.7457 -3.4 -2.1 -3.5
H 5.6399 -3.2906 -1.5616 1.1 2.7 -1.3
H -1.0511 0.2707 2.2770 -1.9 4.6 0.4
H 2.5376 -0.4803 3.5382 0.9 0.3 -0.3

4.
62
Properties=species:S:1:pos:R:3:forces:R:3 method="wB97M-V/def2-TZVPD" e_above_lowest_ev=0.0684 total_charge=+3 fmax_ev_per_a=1.98
Pb 0.1212 0.1918 -1.0867 0.4 1.5 -0.2
Se -2.3875 0.0781 -0.4782 0.8 -0.4 0.8
Se 0.9219 -1.5173 0.5606 -1.2 0.0 0.9
As 0.5204 -2.1132 -4.0026 -0.3 0.6 0.3
S 0.8394 0.0145 -3.3688 0.3 -0.5 -1.0
P -1.3452 -1.0954 1.2569 0.7 0.0 -0.4
N 1.3001 2.1834 -0.7196 0.1 0.0 -0.8
N 1.7840 3.7799 1.0859 0.4 -0.3 0.0
N 1.5448 4.5825 -1.1713 -0.8 -0.1 -0.3
N 3.4689 3.3097 -0.6057 0.0 -0.7 0.7
C 0.8196 3.4012 -1.5651 -0.4 0.4 1.1
C -2.5438 -0.2188 3.4565 0.1 0.3 0.1
C -2.6535 0.3423 4.7252 1.0 0.1 -1.1
C 1.3595 -3.4666 -2.9163 -0.9 0.6 -0.1
C -3.7028 -4.3429 0.8422 -0.7 -1.3 -0.5
C -0.2630 0.8235 4.6720 0.7 -0.2 -0.9
C -2.1920 -2.6011 1.4650 0.2 -1.0 0.3
C -1.5026 0.8894 5.2882 0.1 0.0 -0.4
C 1.1637 -2.0090 -5.8033 0.2 0.3 0.0
C 2.9534 4.3931 -1.4358 0.8 -0.1 0.1
C -0.1675 0.2986 3.3772 -0.5 -0.4 1.3
C 1.1127 2.5780 0.7433 0.5 -1.7 1.0
C 1.3070 4.9011 0.2661 0.1 -0.5 -0.8
C 3.2247 3.5773 0.8325 -0.2 1.1 -0.9
C -1.3085 -0.2355 2.8097 -0.1 0.0 -0.4
C -1.3733 -2.4422 -4.0244 0.2 0.2 -0.4
C 2.8625 2.0723 -0.9880 0.1 0.3 0.6
C -2.6219 -4.4292 3.0037 -0.2 0.2 -0.3
C -1.9661 -3.2592 2.6886 -0.1 0.6 0.3
C -3.0275 -3.1989 0.5225 -0.1 0.8 -0.8
C -3.4495 -4.9919 2.0472 -1.0 -0.7 -0.1
H 1.1072 -4.3566 -3.4764 0.2 -0.5 0.2
H -1.3449 -2.7832 3.4347 0.0 -0.1 0.1
H 0.8137 -1.0781 -6.2605 -0.1 -0.2 0.2
H 3.1416 4.1002 -2.4752 -0.3 0.3 0.0
H -2.5965 -4.8092 4.0073 0.4 -0.4 0.1
H -3.1745 -2.7574 -0.4641 -0.1 0.1 0.3
H 0.6687 1.1302 5.1562 -0.6 0.2 0.0
H 0.2275 5.0708 0.4301 0.6 0.0 0.0
H 3.2576 1.2566 -0.3769 -0.3 0.0 0.2
H -1.5594 -3.2854 -4.6756 0.0 -0.2 -0.2
H -3.5760 0.4213 5.2387 -0.8 -0.1 0.3
H -1.8019 -2.6488 -3.0667 0.1 -0.2 0.8
H 3.6144 2.7418 1.3885 0.1 -0.2 0.5
H -1.5765 1.4413 6.1881 -0.1 0.1 1.0
H 3.5503 5.2798 -1.2068 -0.4 0.1 -0.1
H 1.5143 1.6994 1.3751 -0.5 1.3 -0.9
H 0.9247 3.1392 -2.5911 0.6 -0.1 -0.9
H -4.4639 -4.7926 0.1615 0.9 0.5 0.5
H 1.9039 5.7862 0.4945 -0.3 0.0 0.1
H -0.2560 3.5826 -1.4485 0.1 -0.3 0.6
H -3.3382 -0.6292 2.8624 -0.9 -0.1 0.5
H 0.7655 0.1133 2.9156 0.9 0.2 -0.3
H 3.7078 4.5241 1.0914 0.3 -0.4 0.1
H 2.3988 -3.3058 -2.8210 1.2 0.1 -0.3
H 0.0449 2.6528 0.9255 -0.3 0.1 0.0
H -1.8841 -1.5715 -4.4058 0.0 0.3 -0.4
H -3.9824 -5.9444 2.2099 0.4 0.6 0.2
H 0.7493 -2.8564 -6.3335 0.0 -0.2 -0.2
H 0.9563 -3.4649 -1.9073 -0.4 -0.1 -0.1
H 3.1542 1.8575 -2.0233 -0.9 0.0 0.0
H 2.2548 -2.0090 -5.8247 -0.1 -0.2 0.1